{
  "formula": "C77H198N14O24",
  "method": "wB97M-V/def2-TZVPD",
  "spin_multiplicity": 1,
  "e_tot_ev": -153034.3702,
  "gap_ev": 8.57,
  "homo_energy_ev": -8.1,
  "elements": ["C", "C", "C", "O", "H", "H", "H", "H", "H", "H", "H", "H", "C", "O", "C", "C", "N", "C", "C", "O", "C", "H", "H", "H", "H", "H", "H", "H", "H", "H", "H", "H", "H", "H", "H", "H", "C", "O", "C", "C", "N", "C", "C", "O", "C", "H", "H", "H", "H", "H", "H", "H", "H", "H", "H", "H", "H", "H", "H", "H", "C", "O", "C", "C", "N", "C", "C", "O", "C", "H", "H", "H", "H", "H", "H", "H", "H", "H", "H", "H", "H", "H", "H", "H", "C", "O", "C", "C", "N", "C", "C", "O", "C", "H", "H", "H", "H", "H", "H", "H", "H", "H", "H", "H", "H", "H", "H", "H", "C", "O", "C", "C", "N", "C", "C", "O", "C", "H", "H", "H", "H", "H", "H", "H", "H", "H", "H", "H", "H", "H", "H", "H", "C", "O", "C", "C", "N", "C", "C", "O", "C", "H", "H", "H", "H", "H", "H", "H", "H", "H", "H", "H", "H", "H", "H", "H", "C", "O", "C", "C", "N", "C", "C", "O", "C", "H", "H", "H", "H", "H", "H", "H", "H", "H", "H", "H", "H", "H", "H", "H", "C", "O", "C", "C", "N", "C", "C", "O", "C", "H", "H", "H", "H", "H", "H", "H", "H", "H", "H", "H", "H", "H", "H", "H", "C", "O", "C", "C", "N", "C", "C", "O", "C", "H", "H", "H", "H", "H", "H", "H", "H", "H", "H", "H", "H", "H", "H", "H", "C", "C", "C", "O", "C", "N", "H", "H", "H", "H", "H", "H", "H", "H", "H", "H", "H", "C", "C", "C", "O", "C", "N", "H", "H", "H", "H", "H", "H", "H", "H", "H", "H", "H", "C", "C", "C", "O", "C", "N", "H", "H", "H", "H", "H", "H", "H", "H", "H", "H", "H", "C", "C", "C", "O", "C", "N", "H", "H", "H", "H", "H", "H", "H", "H", "H", "H", "H", "C", "C", "C", "O", "C", "N", "H", "H", "H", "H", "H", "H", "H", "H", "H", "H", "H"],
  "positions_angstrom": [[-2.4234, 5.8432, -14.2792], [-3.5944, 6.7911, -14.3891], [-4.3013, 7.0865, -13.0925], [-2.9608, 8.0203, -14.6274], [-2.0609, 5.7720, -15.3047], [-2.5758, 4.7904, -14.0412], [-1.6900, 6.2272, -13.5701], [-4.2447, 6.5171, -15.2198], [-3.6875, 7.5241, -12.3053], [-4.8463, 6.2088, -12.7450], [-4.9105, 7.9595, -13.3268], [-2.4611, 8.0850, -15.4445], [1.3267, 6.5692, -15.1023], [0.7947, 7.5103, -15.8648], [0.6148, 7.0416, -17.2128], [0.0463, 8.1557, -18.0719], [-1.3388, 8.6419, -17.8570], [-1.7635, 9.3978, -19.0606], [-1.4367, 10.9264, -18.9342], [-1.7155, 11.4378, -17.6956], [-3.1346, 11.7498, -17.5702], [1.5433, 7.1073, -14.1795], [2.2386, 6.0893, -15.4576], [0.5501, 5.9586, -14.6418], [0.0157, 6.1323, -17.1652], [1.5577, 6.5962, -17.5298], [-0.0249, 7.6976, -19.0584], [0.6724, 9.0408, -18.1850], [-1.2805, 9.2614, -17.0614], [-2.8330, 9.3208, -19.2563], [-1.2273, 9.0569, -19.9462], [-1.9156, 11.6264, -19.6188], [-0.3500, 10.9952, -18.9832], [-3.4514, 12.7284, -17.9309], [-3.2881, 11.6745, -16.4937], [-3.8115, 11.0753, -18.0946], [8.3666, 15.5744, -17.3006], [8.9516, 14.2695, -17.5848], [10.3186, 14.2310, -17.1797], [10.9292, 12.8464, -17.4258], [10.6290, 11.7588, -16.5121], [11.2917, 12.0954, -15.2603], [11.7299, 10.8634, -14.5755], [12.6588, 10.0363, -15.2691], [13.6363, 9.3803, -14.4196], [7.3133, 15.6100, -17.5787], [8.7213, 16.3014, -18.0312], [8.6619, 15.8777, -16.2962], [10.5279, 14.7320, -16.2346], [10.8709, 14.9639, -17.7680], [12.0149, 12.8004, -17.5108], [10.5951, 12.7202, -18.4556], [10.9778, 10.8676, -16.8349], [10.5013, 12.5456, -14.6597], [12.1573, 12.7579, -15.2620], [10.8241, 10.2711, -14.4459], [12.0484, 11.1615, -13.5767], [13.2404, 8.9723, -13.4896], [14.6092, 9.8703, -14.3836], [13.9198, 8.5525, -15.0696], [6.0958, 13.7067, -11.3778], [7.5048, 13.5760, -11.2004], [8.1952, 13.4419, -12.4361], [8.3869, 14.7571, -13.1501], [9.0254, 15.8695, -12.4582], [10.3652, 15.4516, -11.9569], [11.1576, 16.7040, -11.6788], [12.3450, 16.3796, -10.9164], [12.2519, 15.5819, -9.7088], [5.5649, 13.5906, -10.4330], [5.7306, 12.9111, -12.0272], [5.8830, 14.7040, -11.7628], [7.7437, 12.7274, -13.1243], [9.0971, 12.8301, -12.4579], [7.4332, 15.0130, -13.6117], [9.0373, 14.4725, -13.9772], [8.4320, 16.1574, -11.6934], [10.8548, 14.8438, -12.7178], [9.9834, 14.8505, -11.1316], [10.4962, 17.4494, -11.2372], [11.5046, 17.1766, -12.5977], [13.3032, 15.3654, -9.5189], [11.8133, 14.5873, -9.7894], [11.7600, 16.0601, -8.8619], [-0.2432, 15.1832, -8.5977], [-0.5014, 15.9445, -7.3612], [0.7357, 16.0363, -6.5438], [0.6858, 17.1622, -5.5437], [1.6364, 17.1417, -4.4228], [1.6527, 15.9697, -3.5102], [2.0975, 16.3202, -2.1294], [3.4327, 16.6490, -2.1661], [3.9802, 17.2084, -1.0208], [0.5553, 15.5911, -9.2174], [-1.1341, 15.0509, -9.2116], [0.0364, 14.1827, -8.2674], [1.6806, 16.1742, -7.0694], [0.8418, 15.1003, -5.9953], [-0.3066, 17.3668, -5.1419], [0.8595, 18.0975, -6.0757], [2.2914, 17.8677, -4.1697], [2.2227, 15.0949, -3.8232], [0.6520, 15.5853, -3.3130], [1.8778, 15.4506, -1.5101], [1.5010, 17.1221, -1.6944], [4.1033, 18.2906, -0.9785], [5.0006, 16.8258, -1.0461], [3.6429, 16.7248, -0.1040], [9.2292, 9.3720, -21.5350], [8.2151, 10.2495, -21.1007], [8.5801, 11.6495, -21.0130], [7.4169, 12.4720, -20.4835], [6.2570, 12.0584, -21.2080], [4.9003, 12.3872, -20.6228], [3.8670, 11.4819, -21.4050], [3.8710, 10.1442, -20.7709], [2.5879, 9.5564, -20.9048], [8.8059, 8.3918, -21.3152], [10.1381, 9.5051, -20.9484], [9.4787, 9.5945, -22.5724], [8.7780, 12.0213, -22.0184], [9.3439, 11.9735, -20.3061], [7.4818, 13.5490, -20.3289], [7.2094, 12.1861, -19.4523], [6.3559, 11.0693, -21.3871], [4.7036, 13.4049, -20.9600], [4.7804, 12.2411, -19.5493], [4.2778, 11.3633, -22.4077], [2.8930, 11.9416, -21.5733], [2.3700, 9.1049, -21.8727], [1.8207, 10.2596, -20.5806], [2.5397, 8.7188, -20.2089], [-5.7012, 12.7160, -20.1231], [-5.5984, 13.8473, -19.2854], [-6.4370, 14.0544, -18.1241], [-7.6042, 15.0718, -18.3597], [-8.8030, 14.7895, -17.6055], [-9.4766, 13.5490, -17.9477], [-10.8017, 13.8081, -18.7354], [-11.7394, 14.5763, -17.9450], [-12.7745, 13.6918, -17.5076], [-5.6833, 11.7984, -19.5351], [-4.9964, 12.8318, -20.9465], [-6.7234, 12.7738, -20.4969], [-5.8704, 14.3936, -17.2570], [-6.8076, 13.1114, -17.7221], [-7.8776, 15.1821, -19.4091], [-7.0787, 15.9952, -18.1161], [-9.5024, 15.5144, -17.6798], [-9.8767, 13.0043, -17.0926], [-8.8805, 12.8913, -18.5804], [-11.0858, 12.8134, -19.0789], [-10.5614, 14.3386, -19.6568], [-12.4345, 12.7664, -17.0428], [-13.3656, 13.4141, -18.3803], [-13.5109, 14.1857, -16.8737], [0.3399, 16.6068, -18.3743], [-0.6078, 17.0278, -19.3245], [-0.8545, 16.0518, -20.4008], [-1.4588, 14.6803, -19.8907], [-2.3053, 14.0627, -20.9402], [-1.6836, 13.5887, -22.1039], [-2.5286, 12.4285, -22.7980], [-2.4849, 11.3192, -21.9662], [-3.0596, 10.1742, -22.5284], [1.3785, 16.7692, -18.6624], [0.2214, 15.5802, -18.0277], [0.1657, 17.2282, -17.4958], [0.0462, 15.8924, -20.9935], [-1.4719, 16.4063, -21.2262], [-2.2069, 14.8335, -19.1129], [-0.6896, 14.0143, -19.4994], [-3.1002, 13.5562, -20.5773], [-0.7436, 13.1426, -21.7791], [-1.5390, 14.4236, -22.7896], [-2.3174, 12.1355, -23.8264], [-3.5502, 12.8049, -22.7470], [-2.3872, 9.6488, -23.2066], [-3.9894, 10.3873, -23.0558], [-3.2857, 9.4880, -21.7123], [0.4238, 13.1550, -11.2426], [1.6264, 13.0817, -10.4393], [2.0775, 11.7023, -10.1771], [1.6770, 11.2477, -8.7449], [2.4980, 11.9213, -7.6743], [2.1440, 11.6810, -6.3054], [0.6819, 11.7780, -5.8956], [0.6259, 11.3487, -4.5588], [-0.7119, 11.2959, -4.0146], [-0.4157, 12.7753, -10.6601], [0.4471, 12.5268, -12.1330], [0.3439, 14.1967, -11.5532], [3.0904, 11.5387, -10.5452], [1.5508, 11.0120, -10.8359], [1.9237, 10.1861, -8.7602], [0.5927, 11.1486, -8.6933], [2.7258, 12.8921, -7.8349], [2.7131, 12.4126, -5.7319], [2.5091, 10.6862, -6.0498], [0.0217, 11.1499, -6.4938], [0.4759, 12.8391, -6.0354], [-0.9798, 10.4081, -3.4418], [-1.5061, 11.3628, -4.7582], [-0.9070, 12.0780, -3.2809], [6.7635, 16.4313, -21.7422], [6.8195, 16.7262, -20.3774], [5.4543, 16.4918, -19.8020], [5.3582, 17.3629, -18.5668], [4.5913, 18.6126, -18.9282], [5.2577, 19.5509, -19.9220], [6.6955, 19.8879, -19.4605], [6.7231, 20.5088, -18.1247], [8.0471, 20.6360, -17.6702], [6.4628, 15.3944, -21.8921], [7.6740, 16.5042, -22.3370], [5.9869, 17.0172, -22.2338], [5.3718, 15.4935, -19.3723], [4.7113, 16.7725, -20.5485], [6.2330, 17.5500, -17.9441], [4.6355, 16.8686, -17.9175], [4.5026, 19.2892, -18.1837], [4.7344, 20.5068, -19.9000], [5.1880, 19.3675, -20.9942], [7.1034, 20.6304, -20.1463], [7.3240, 18.9986, -19.5100], [8.6601, 19.7415, -17.5599], [7.9929, 21.3221, -16.8250], [8.5602, 21.3031, -18.3629], [2.7064, 11.6962, -14.5562], [2.3443, 12.3691, -15.8468], [0.8752, 12.2594, -16.1640], [0.0360, 12.5227, -15.0806], [-0.4074, 13.7925, -14.9374], [2.7746, 13.7690, -15.8016], [2.3168, 10.6783, -14.5642], [2.3720, 12.2855, -13.7023], [3.7948, 11.7016, -14.4976], [2.7377, 11.8674, -16.7308], [0.7108, 11.2220, -16.4551], [0.5154, 12.7717, -17.0563], [-1.2760, 13.9049, -15.5862], [0.4198, 14.4421, -15.2238], [-0.6894, 14.0146, -13.9082], [3.7819, 13.7186, -15.7471], [2.3952, 13.9908, -14.8922], [7.8087, 18.5365, -8.7406], [7.2806, 17.1446, -8.7617], [5.7880, 17.0440, -9.1095], [5.2011, 15.7622, -9.2430], [3.7948, 15.8153, -9.4737], [7.9995, 16.4226, -9.8101], [7.6142, 19.0959, -9.6557], [8.8858, 18.5049, -8.5762], [7.3685, 19.2209, -8.0154], [7.4981, 16.6533, -7.8133], [5.6891, 17.7384, -9.9438], [5.4419, 17.5612, -8.2146], [3.4929, 14.7958, -9.2337], [3.6015, 16.0582, -10.5186], [3.1888, 16.5106, -8.8930], [8.7226, 16.0036, -9.2430], [7.3665, 15.6361, -9.7834], [0.1692, 9.3725, -12.8120], [-0.6447, 8.9121, -11.6385], [0.2668, 8.1381, -10.5796], [0.6869, 6.9200, -11.1187], [1.2548, 6.1384, -10.1232], [-1.1559, 10.1173, -10.9981], [1.0146, 9.9206, -12.3961], [-0.3657, 9.8264, -13.6462], [0.5904, 8.5884, -13.4411], [-1.4583, 8.3151, -12.0506], [-0.4226, 7.9639, -9.7535], [1.1301, 8.6839, -10.1990], [1.8831, 5.3500, -10.5377], [0.3839, 5.7356, -9.6063], [1.8436, 6.7508, -9.4403], [-1.6396, 10.7517, -11.6175], [-1.8901, 9.9198, -10.3333], [-3.8822, 12.6339, -12.4425], [-3.8106, 13.7831, -11.4196], [-3.5872, 15.2694, -11.9061], [-2.3710, 15.2526, -12.6152], [-1.7808, 16.5877, -13.0017], [-5.1918, 13.8051, -10.8813], [-4.5958, 12.6534, -13.2662], [-3.9399, 11.6156, -12.0581], [-2.9158, 12.5457, -12.9389], [-3.0663, 13.4210, -10.7103], [-3.4503, 15.9588, -11.0729], [-4.2954, 15.6765, -12.6278], [-1.9732, 17.2408, -12.1505], [-2.1974, 17.0886, -13.8756], [-0.7134, 16.5677, -13.2214], [-5.7809, 14.1892, -11.6062], [-5.5025, 12.8455, -10.8280], [4.4748, 8.1012, -17.7448], [5.6995, 8.9190, -18.1544], [6.9481, 8.8623, -17.2820], [6.7902, 9.3303, -15.9344], [6.8287, 10.7843, -15.9693], [6.0176, 8.7370, -19.5456], [4.2892, 8.0925, -16.6708], [4.6671, 7.0381, -17.8894], [3.5380, 8.3584, -18.2390], [5.4333, 9.9732, -18.0779], [7.9000, 9.0881, -17.7627], [6.9911, 7.7784, -17.1758], [6.1550, 11.2834, -16.6658], [7.8499, 11.1274, -16.1352], [6.6363, 11.2573, -15.0063], [6.8989, 9.2184, -19.6533], [5.3959, 9.2346, -20.1670]],
  "forces_ev_per_angstrom": [[0.004, -1.275, -0.529], [1.589, 0.018, 0.996], [-0.859, 0.197, -0.261], [-0.029, 2.055, -0.432], [0.773, 0.238, 0.028], [-0.655, -0.027, 0.363], [0.081, 0.146, -0.254], [-0.378, -0.078, 0.171], [0.669, -0.669, -0.099], [-0.255, 0.303, 0.192], [-0.853, -0.352, 0.088], [-0.002, -0.512, -0.312], [0.543, -0.628, 4.070], [-1.150, 2.096, -3.586], [-0.378, 0.495, 1.517], [-0.525, -0.590, -1.280], [0.436, -0.661, -0.220], [-0.225, 1.472, 0.444], [1.028, -0.663, -0.585], [-2.233, 0.717, 1.655], [0.728, -0.289, 0.945], [1.025, -0.064, 0.224], [-0.153, -0.331, -0.239], [-0.043, -1.332, -0.746], [-0.938, 0.141, -0.166], [0.499, 0.741, -0.633], [0.368, -0.038, -0.249], [0.772, -0.241, 0.308], [-0.373, 0.456, 0.063], [-0.096, -0.462, 0.197], [-0.130, -0.246, 0.024], [0.195, -0.721, -0.968], [0.247, 0.224, -0.508], [0.658, 0.429, -0.056], [-0.442, 0.139, -0.098], [0.342, -0.595, 0.053], [0.921, -0.684, -1.172], [-0.320, 0.632, 0.803], [0.558, 0.620, -0.181], [-0.066, 0.048, -1.271], [-0.283, 0.945, 0.131], [-0.573, -0.487, 0.055], [-0.749, -1.163, 1.238], [0.688, 0.755, 0.971], [-0.203, -0.758, -2.266], [-0.162, -0.759, 0.849], [0.755, 0.221, 0.021], [-0.590, 0.123, 0.120], [-0.660, -0.704, 1.017], [0.273, -0.186, -0.950], [0.332, 1.223, -0.098], [-0.301, -0.933, -0.048], [0.180, 0.130, -0.410], [0.307, 0.278, 0.543], [0.048, 0.470, -0.810], [-0.184, -0.344, 0.260], [0.475, -0.241, 0.119], [0.011, 0.436, 0.065], [-0.362, 0.907, 0.742], [-0.174, -0.587, 0.304], [0.282, -0.124, -0.001], [0.388, -0.793, 0.004], [-0.225, -0.487, -0.272], [0.373, -0.097, -0.754], [-0.022, -0.395, -1.820], [-2.430, 0.579, -0.475], [0.493, -0.959, 1.009], [-0.604, -0.025, 0.432], [0.613, 0.149, -0.969], [0.458, 0.088, 0.139], [-0.075, 0.097, -0.361], [-0.328, -0.034, -0.231], [-1.448, 0.253, -0.270], [0.852, 0.538, 1.721], [-0.057, 0.579, 0.161], [0.082, 0.161, -0.492], [0.261, 0.191, 0.298], [0.019, -0.186, 0.115], [1.633, -0.262, 0.753], [0.095, 0.028, 0.678], [0.146, -0.319, -0.076], [-0.046, 0.311, 0.504], [-0.421, 0.046, -0.638], [0.096, 0.458, -0.058], [-0.014, -0.190, 1.629], [1.964, 0.303, -0.689], [-0.862, -0.850, 0.088], [-0.058, 2.203, 0.922], [-0.093, -2.285, 0.342], [-0.774, 1.009, -0.356], [-0.812, 0.034, 0.226], [0.583, 0.474, -0.603], [1.955, -1.217, 0.521], [0.074, 0.247, 0.168], [-0.251, 0.530, 0.353], [0.301, -0.215, -0.258], [-0.239, -0.130, -0.833], [-0.069, -0.317, -0.015], [-0.488, -0.746, -0.027], [0.265, 0.085, -0.190], [-0.324, -0.113, -0.664], [0.346, 0.085, -0.444], [-0.507, 0.101, -0.571], [0.358, -0.364, 0.363], [-0.185, 0.397, -0.153], [-0.833, 0.144, -0.056], [0.441, 0.281, 0.030], [-0.763, 0.475, 0.188], [-0.069, 0.520, 0.491], [0.134, 1.776, 1.034], [-0.496, 0.993, -0.190], [-1.596, -1.439, 1.333], [-2.095, 0.597, -0.486], [0.343, -1.190, -2.640], [2.083, -0.387, 0.743], [-1.350, 1.864, -1.088], [0.128, -0.725, 0.937], [0.316, -0.152, -0.596], [0.147, -0.041, 0.165], [-0.073, -0.491, -0.248], [0.453, -0.116, -0.171], [0.902, -1.072, -0.174], [0.737, 0.228, -1.001], [0.588, -0.429, 0.790], [-0.310, -0.105, 0.129], [-0.152, 0.251, 0.578], [0.186, 0.079, 0.188], [0.082, -0.052, -0.145], [-0.303, -0.275, 0.809], [0.110, 0.466, -0.408], [-0.213, 0.084, -0.282], [0.142, -0.045, 0.135], [-2.131, 0.740, 1.004], [1.007, 1.410, 1.303], [-0.763, -1.046, -0.620], [0.942, -0.272, -0.734], [0.223, -0.363, 1.092], [-1.798, 0.545, -0.799], [1.602, 0.411, 0.051], [0.285, -1.654, -0.293], [-0.779, 0.317, -0.665], [0.694, -0.308, -0.205], [0.048, -0.318, 0.320], [-0.144, -0.425, -0.777], [0.635, 0.393, -0.471], [-0.349, -0.436, -0.462], [0.514, -0.391, -0.570], [-0.898, 0.486, 0.350], [0.301, 0.355, 0.151], [0.727, -0.155, 0.499], [0.226, -0.039, 0.190], [-1.021, -0.006, 0.311], [-0.179, 0.484, 0.022], [0.337, 0.144, 0.210], [-0.010, -0.292, -0.245], [0.550, 0.326, 0.317], [-0.022, 0.222, 0.708], [-0.821, -1.184, -1.881], [0.328, -0.627, 0.938], [-1.136, 0.624, -1.119], [-0.663, 1.069, 1.562], [0.012, -1.961, -1.326], [-0.024, 1.894, 1.094], [0.475, -0.726, 0.655], [-0.225, -0.497, 0.311], [0.098, -0.055, -0.419], [-0.099, -0.212, -0.227], [0.031, 0.093, 0.031], [0.765, -0.338, 0.537], [-0.810, 0.787, 0.863], [0.423, 0.515, 0.391], [0.234, -0.214, -0.101], [0.359, -0.059, -0.018], [0.666, -0.090, -0.613], [0.319, -0.184, -0.405], [0.546, 0.464, -0.119], [-0.458, 0.187, -0.543], [0.206, 0.120, -0.234], [-0.164, 0.142, -0.079], [-0.026, 0.009, 0.020], [0.811, -0.256, 0.622], [0.367, -1.277, -0.525], [-1.868, 0.541, 0.075], [2.307, 0.241, -0.620], [-1.258, -0.418, -1.520], [0.452, -0.720, 0.099], [0.720, 0.171, -0.208], [-1.412, -0.247, 1.033], [-0.146, 0.310, 0.119], [-0.273, 0.400, 0.086], [0.400, -0.084, -0.188], [-0.339, -0.052, 0.199], [0.494, 0.604, 0.910], [-0.531, 0.191, -0.047], [0.543, -0.301, 0.378], [-0.306, 1.108, 0.353], [-0.499, -0.047, -0.446], [-0.024, -0.161, 0.334], [0.010, -0.171, 0.326], [-0.042, 0.112, -0.297], [-0.877, 0.190, 0.192], [0.897, -0.589, -0.232], [0.256, 0.174, -0.436], [0.370, 0.534, -0.198], [-0.643, -0.926, -0.884], [-1.293, -0.281, 0.434], [2.866, 0.885, 0.943], [-2.561, 1.788, -0.117], [0.827, 0.972, -1.773], [0.629, 0.351, 1.777], [-0.308, 0.612, -0.005], [-0.537, -1.783, -1.252], [-0.065, 2.021, -0.539], [-0.149, -0.393, 0.020], [0.416, 0.551, 0.741], [-0.025, 0.352, -0.176], [0.064, -0.547, -1.005], [-0.151, -0.269, 0.223], [0.498, -0.183, -0.578], [0.086, -0.205, 0.264], [-0.087, -0.710, 0.857], [-0.435, 0.009, 0.517], [0.349, -1.087, 0.076], [0.227, 0.077, -0.212], [0.087, -0.050, 0.284], [-0.427, -0.265, 0.325], [0.078, -0.800, 0.694], [0.500, -0.184, -0.577], [0.501, -0.510, -0.302], [-0.751, 0.469, -1.114], [-0.731, -0.809, -0.202], [0.390, -2.786, 1.024], [-0.108, 1.570, -0.315], [-0.331, -0.482, -0.480], [0.101, -0.066, 0.482], [-0.405, -0.233, 0.049], [0.144, -0.384, 0.110], [0.847, -0.040, 0.075], [-0.162, -0.379, 0.342], [0.416, 0.697, -0.099], [-0.224, 0.706, -0.124], [-0.394, 0.813, -0.144], [-0.087, -0.229, 0.013], [0.263, 0.505, 0.366], [0.556, 1.053, 0.310], [-0.267, 1.544, 0.222], [-0.379, -0.577, -0.710], [0.628, 1.642, 1.650], [0.629, 1.353, 0.367], [0.361, -0.844, -0.332], [-0.342, -0.984, 1.240], [0.187, -0.465, -0.497], [-0.003, 0.080, -0.018], [-0.024, -0.358, 0.615], [-0.363, 0.062, 0.387], [-0.614, -0.368, -0.582], [-1.248, 0.087, 0.010], [-0.485, 0.119, -0.346], [-0.068, -0.189, -0.207], [0.538, 0.235, 0.529], [1.177, -0.147, -0.577], [0.084, -1.076, -1.288], [0.986, -0.670, -0.951], [0.888, 0.087, -0.095], [-2.124, 0.416, -1.320], [0.309, 0.588, -1.321], [-0.430, -0.389, 0.444], [-0.385, 0.388, 0.967], [-0.084, 0.522, -0.614], [-0.406, 1.086, 0.651], [0.220, -0.661, 0.759], [0.028, -0.699, 0.470], [0.018, -0.163, 0.577], [-0.037, 0.531, -0.234], [-0.172, 0.054, -0.118], [0.352, -0.584, 0.702], [0.206, -0.045, 0.182], [0.381, -0.038, -0.722], [0.062, -0.436, 0.453], [2.273, 0.004, -1.586], [-2.603, -0.177, -1.240], [1.683, -0.954, -0.526], [2.604, 1.463, -1.623], [-1.287, -0.945, 1.183], [0.152, 0.273, 1.135], [-0.345, 0.661, 0.234], [-0.483, 0.201, 0.964], [0.350, 0.238, -0.433], [-0.056, 0.779, 0.467], [-0.562, -0.132, 0.434], [-0.967, -0.380, 0.410], [0.260, 0.188, 0.074], [-0.722, -0.542, -0.173], [-0.010, -0.826, 0.436], [-0.098, 0.265, -0.105], [-0.104, -0.143, 0.371], [0.686, -0.916, 0.982], [-1.291, 2.747, -0.102], [-0.888, -3.281, 0.913], [-0.235, 1.933, -1.303], [0.804, 0.037, 0.762], [1.423, -0.859, -0.410], [-0.002, 0.701, 0.208], [0.093, -0.186, -0.631], [0.268, 0.241, -0.193], [-0.756, 0.446, 0.345], [-0.129, 0.935, -0.074], [0.703, -0.403, 0.498], [-0.090, -0.444, -0.295], [0.219, -0.128, -0.643], [-0.507, -0.738, 0.430], [0.334, -0.093, -0.543], [-0.403, -0.148, 0.278]]
}